{
  "formula": "C5H6O",
  "method": "ωB97M-V/def2-TZVPD",
  "relative_energy_kj_mol": 542.30,
  "lumo_energy_ev": [-0.407, -0.408],
  "gap_ev": [7.612, 7.611],
  "max_force_ev_per_a": 2.0,
  "symbols": ["C", "C", "C", "C", "C", "O", "H", "H", "H", "H", "H", "H"],
  "coordinates": [[0.12817, -0.25663, 1.62757], [1.51679, 0.75143, -1.34459], [0.22496, 0.45445, -1.36993], [-1.01628, 0.11862, -1.33403], [-1.77911, -0.54422, -0.45456], [-1.57427, -0.39104, 0.86334], [0.11647, 0.80144, 1.89963], [-0.28554, -0.96742, 2.32312], [1.15845, -0.56019, 1.27044], [2.19986, 0.35718, -2.08907], [1.89980, 1.44822, -0.58888], [-2.58929, -1.21184, -0.80305]],
  "lowdin_charge": [0.158, -0.033, -0.154, -0.030, -0.230, -0.130, 0.065, 0.050, 0.080, 0.046, 0.058, 0.119]
}



{
  "formula": "C40H55BCdCl2N3OP2",
  "method": "ωB97M-V/def2-TZVPD",
  "lumo_energy_ev": 2.418,
  "charge": -1,
  "gap_ev": 6.683,
  "max_force_ev_per_a": 3.4,
  "symbols": ["Cd", "C", "C", "C", "C", "P", "C", "N", "B", "N", "C", "P", "C", "C", "C", "C", "C", "C", "C", "C", "C", "C", "C", "C", "C", "C", "C", "C", "C", "C", "H", "H", "H", "H", "H", "H", "H", "H", "H", "H", "H", "H", "H", "H", "H", "H", "H", "H", "H", "H", "H", "H", "H", "H", "H", "H", "H", "H", "H", "H", "H", "H", "H", "H", "H", "H", "H", "H", "H", "H", "H", "H", "H", "H", "Cl", "C", "C", "C", "Cl", "C", "C", "C", "C", "N", "C", "C", "O", "H", "H", "H", "H", "C", "C", "C", "C", "C", "C", "C", "H", "H", "H", "H", "H", "H", "H"],
  "coordinates": [[11.52969, 12.80954, 9.61053], [11.77661, 8.55484, 10.60561], [12.05494, 8.67902, 9.01749], [10.66557, 8.29387, 8.36657], [13.07699, 7.62344, 8.59670], [12.46941, 10.48711, 8.57129], [14.18323, 10.50690, 9.41174], [14.44037, 11.72350, 10.14157], [13.59076, 12.85315, 10.39087], [14.38792, 13.66006, 11.25335], [13.86423, 14.71692, 12.09571], [12.49513, 15.65381, 11.32028], [11.69218, 16.30676, 12.95866], [10.77826, 15.16147, 13.45264], [10.76517, 17.50688, 12.67509], [12.66806, 16.71029, 14.08492], [13.50881, 17.11776, 10.61930], [14.10368, 17.97050, 11.69125], [14.63999, 16.54828, 9.73530], [12.54066, 17.88478, 9.65894], [15.60018, 13.00882, 11.59101], [16.66423, 13.37488, 12.41228], [17.77190, 12.53019, 12.46959], [17.88361, 11.42209, 11.68323], [16.78436, 10.99959, 10.86641], [15.65916, 11.81522, 10.82725], [12.79478, 10.67101, 6.73578], [11.43250, 11.14174, 6.14224], [13.45732, 9.47197, 5.97336], [13.75507, 11.88576, 6.67638], [11.39932, 7.50146, 10.70948], [11.01650, 9.18281, 10.96928], [12.69986, 8.64920, 11.11891], [10.44267, 7.15675, 8.51691], [10.81472, 8.40188, 7.32122], [9.85743, 8.91957, 8.75290], [12.81283, 6.65040, 9.05255], [14.04702, 7.85391, 8.99382], [12.99700, 7.45694, 7.53804], [14.97269, 10.12449, 8.76192], [14.08909, 9.73916, 10.21924], [14.66370, 15.43512, 12.41310], [13.48516, 14.26398, 13.05284], [10.03485, 15.03374, 12.67964], [10.33979, 15.44398, 14.37380], [11.34606, 14.20561, 13.63999], [10.15323, 17.33296, 11.77197], [11.32859, 18.44826, 12.47081], [10.10360, 17.68634, 13.49817], [13.35110, 15.86008, 14.23571], [12.09448, 16.69958, 15.00035], [13.19294, 17.59493, 13.95424], [14.61023, 17.36319, 12.36188], [13.34886, 18.67879, 12.13630], [14.91982, 18.56807, 11.28800], [15.33073, 16.01837, 10.34674], [15.17098, 17.40956, 9.31097], [14.31249, 15.80388, 8.97353], [11.74314, 18.28807, 10.28234], [12.08030, 17.20673, 8.88836], [12.99838, 18.65028, 9.06147], [16.66174, 14.15090, 13.10325], [18.51729, 12.77625, 13.27107], [18.84022, 10.80600, 11.80766], [16.82910, 10.11321, 10.27186], [10.75843, 10.29281, 6.00711], [11.56111, 11.64888, 5.19066], [11.00649, 11.86986, 6.85337], [12.75529, 8.61718, 5.93586], [14.31113, 9.09690, 6.51847], [13.82143, 9.77661, 4.99427], [13.45312, 12.72222, 7.31671], [13.72480, 12.31252, 5.68346], [14.79526, 11.67281, 6.89742], [7.33734, 10.46880, 11.60578], [8.63924, 10.59931, 12.75604], [8.56078, 10.13923, 14.03816], [9.58986, 10.14923, 14.92081], [9.42276, 9.64176, 16.54942], [10.85147, 10.67476, 14.47467], [12.00689, 10.77518, 15.26776], [13.19582, 11.16485, 14.75161], [13.27898, 11.51310, 13.36807], [12.19624, 11.51644, 12.60368], [10.99652, 11.16420, 13.15236], [9.79731, 11.24807, 12.23971], [9.89214, 11.73054, 11.03908], [7.62296, 9.81788, 14.42981], [11.99974, 10.50500, 16.31890], [14.12035, 11.24555, 15.38364], [14.25561, 11.71550, 12.90860], [9.86056, 13.60598, 8.33950], [8.84262, 14.32548, 9.04170], [7.68275, 13.70563, 9.49060], [6.77638, 14.29570, 10.34163], [6.88516, 15.60382, 10.79400], [8.03380, 16.33382, 10.32210], [8.98298, 15.66849, 9.50602], [10.17736, 14.22150, 7.50691], [9.38962, 12.69311, 7.94059], [7.56255, 12.64194, 9.21184], [5.93160, 13.69957, 10.69290], [6.08476, 15.97548, 11.43536], [8.17329, 17.39306, 10.60750], [9.84874, 16.23722, 9.19153]],
  "lowdin_charge": [1.196, -0.060, -0.651, -0.096, -0.111, 1.064, -0.301, -0.052, -0.623, -0.045, -0.359, 1.112, -0.662, -0.093, -0.103, -0.093, -0.693, -0.115, -0.097, -0.106, -0.183, -0.026, -0.150, -0.121, -0.010, -0.190, -0.677, -0.105, -0.079, -0.124, 0.092, 0.038, 0.047, 0.113, 0.025, 0.081, 0.086, 0.064, 0.047, 0.085, 0.085, 0.086, 0.085, 0.071, 0.062, 0.086, 0.051, 0.068, 0.072, 0.070, 0.076, 0.030, 0.034, 0.092, 0.082, 0.049, 0.083, 0.093, 0.049, 0.080, 0.062, 0.079, 0.109, 0.113, 0.086, 0.070, 0.075, 0.019, 0.064, 0.058, 0.076, 0.054, 0.073, 0.076, 0.654, -0.605, -0.168, -0.660, 0.661, -0.185, -0.069, -0.062, -0.125, 0.121, -0.146, -0.401, -0.222, 0.095, 0.085, 0.114, 0.096, -0.281, -0.385, -0.096, -0.133, -0.116, -0.108, -0.078, 0.022, 0.018, 0.103, 0.093, 0.082, 0.085, 0.071]
}



{
  "formula": "C4H5NO",
  "method": "ωB97M-V/def2-TZVPD",
  "relative_energy_kj_mol": 255.11,
  "smiles": "C=C1C=NOC1",
  "lumo_energy_ev": 0.479,
  "gap_ev": 9.386,
  "max_force_ev_per_a": 0.9,
  "symbols": ["C", "C", "C", "N", "O", "C", "H", "H", "H", "H", "H"],
  "coordinates": [[0.48818, 1.04492, -1.12331], [0.14569, 0.28275, -0.09152], [0.79309, 0.02178, 1.18853], [0.26133, -0.96243, 1.81417], [-0.81926, -1.45280, 1.09970], [-0.98220, -0.68661, -0.10258], [1.21373, 1.83491, -1.09204], [0.10387, 0.88225, -2.11906], [1.68105, 0.50049, 1.58232], [-0.90747, -1.22974, -1.05228], [-1.97800, -0.23551, -0.10392]],
  "lowdin_charge": [0.063, -0.290, -0.097, 0.071, -0.112, -0.144, 0.057, 0.066, 0.122, 0.132, 0.132]
}



For each record above, in turn, the calculated calculated total energy values are -7323.664; -97756.098; -7763.882 eV.